C19H26Br2F6N2O6S | ωB97M-V/def2-TZVPD

Last column: Löwdin charge in e.
Cartesian coordinates (Å):
C1 -3.3707 0.7896 -1.6412  -0.16
H1 -1.6105 -1.4666 -4.9983  0.14
H2 3.6194 2.2536 0.6662  0.05
F1 -1.9075 -1.7895 2.0909  0.18
O1 -2.8466 -2.6967 -0.7491  0.03
F2 1.5265 -1.2087 -5.5496  0.15
H3 -1.9884 3.9358 -2.1907  0.07
C2 -2.6545 -0.7304 1.8586  -0.69
H4 0.2605 0.7025 4.6339  0.12
C3 -2.8861 -1.0464 -3.3238  -0.08
O2 -5.0022 0.0577 0.8692  -0.27
H5 -1.7872 2.8475 -0.7085  0.08
F3 2.1047 0.6532 -4.5331  0.17
O3 -4.8295 -2.1768 1.4385  -0.28
H6 5.1540 2.2413 1.5221  0.07
H7 1.3186 -0.6834 4.4447  0.12
C4 -2.3729 3.0861 -1.6100  -0.15
H8 3.8366 -1.5138 -0.0877  0.12
H9 -3.3080 -0.2480 -3.9549  0.08
H10 3.9974 0.0733 1.8393  0.07
C5 -2.6122 1.8280 -2.5061  -0.67
F4 2.9786 -1.2160 -3.9635  0.11
C6 1.7789 0.5624 6.1537  -0.26
H11 5.1266 2.0227 -0.2318  0.07
Br1 -5.5075 -2.0638 -1.6150  0.93
Br2 -3.6963 2.4946 -4.0304  0.68
F5 -1.9416 0.2931 1.4354  0.16
C7 1.2999 0.3756 4.7117  -0.18
C8 4.6030 1.7872 0.6990  -0.14
H12 1.7508 1.6206 6.4234  0.11
H13 5.5158 -0.1281 0.9855  0.11
C9 1.8240 -0.6329 -4.3784  -0.60
H14 -1.2312 -2.4237 -3.5630  0.13
C10 -2.8516 -0.6595 -1.8154  -0.40
H15 3.9240 0.5473 5.7914  0.07
O4 -1.6285 -0.9140 -1.1354  0.07
H16 -1.6395 1.4891 -2.8867  0.09
C11 -3.7342 -1.6203 -0.9290  -0.74
C12 4.5055 0.2802 0.8984  -0.27
F6 -3.1438 -0.3619 3.0361  0.16
N1 2.7399 1.7333 3.0077  0.19
N2 1.2858 0.2795 -0.4423  0.18
H17 -3.5252 -1.9281 -3.5159  0.10
H18 -4.4591 0.8555 -1.8012  0.12
C13 -1.5283 -2.2710 -0.8927  -0.54
C14 3.7902 -0.4346 -0.2513  -0.17
H19 -3.1833 1.0725 -0.5893  0.10
H20 3.2374 -1.0453 6.1476  0.08
C15 3.1825 0.0176 6.3929  -0.11
H21 0.8024 -1.9892 -3.0767  0.14
H22 4.3019 -0.2366 -1.1960  0.12
C16 2.3880 -0.0360 -0.3576  -0.20
O5 -0.5130 -0.4085 -3.6347  -0.11
H23 1.0915 -0.3858 -2.3880  0.09
H24 -3.3829 3.3885 -1.2639  0.08
C17 -1.4899 -1.4015 -3.8952  -0.17
C18 0.7617 -0.9123 -3.3099  -0.10
S1 -4.1434 -1.0888 0.8085  0.71
C19 2.1043 1.1378 3.7572  -0.19
H25 1.0837 0.0461 6.8193  0.11
O6 -0.5791 -2.8915 -0.8559  0.27
H26 3.4602 0.1375 7.4406  0.07

Forces on atoms 1 to 2 (eV/Å):
1.2894 0.0127 0.1699
-0.0142 -0.1405 0.5033

The net charge is 0. As for the HOMO-LUMO gap: 10.0375 eV. Its LUMO energy is -0.199 eV. Its spin multiplicity is 1.



C47H56BIrN3O2P | ωB97M-V/def2-TZVPD

Last column: Löwdin charge in e.
Cartesian coordinates (Å):
H1 -5.6253 -2.9469 1.9627  0.08
H2 4.5948 -1.1891 -1.7456  0.10
C1 6.2269 0.4491 0.7296  -0.09
H3 -4.4807 -0.7869 -4.9609  0.11
P1 3.4564 -0.1092 0.7098  1.08
H4 2.2565 -1.0574 -2.5121  0.06
H5 -5.8972 0.1527 -3.6275  0.07
C2 7.7555 -0.2507 -0.9873  -0.06
C3 -5.5915 0.0736 -2.5837  -0.05
C4 -3.9286 -0.9761 2.7935  -0.11
H6 0.6308 -0.4196 2.7200  0.03
H7 -6.4578 0.5557 0.9746  0.08
N1 1.0440 1.7838 -0.5978  -0.10
H8 6.8796 -1.2882 -2.6481  0.11
H9 8.3382 0.8053 0.7885  0.11
C5 -2.6047 -3.1298 -0.7007  -0.04
H10 8.7600 -0.3005 -1.3848  0.11
C6 -2.6574 -1.5047 2.5085  -0.08
C7 5.1616 -0.1253 0.0322  -0.34
C8 0.2731 -1.9101 -2.7147  -0.38
C9 7.5183 0.3752 0.2286  -0.06
H11 0.8425 -4.0345 3.6964  0.07
C10 -0.1307 2.5281 -1.1099  -0.19
C11 2.0952 -4.3897 0.8991  -0.06
H12 -0.2771 -1.3736 -5.2910  0.11
N2 -2.1999 -1.8661 -1.1418  0.11
H13 -2.4485 -0.8858 -6.3352  0.11
H14 -0.3304 -2.5780 2.1703  0.09
C12 3.4301 -4.1890 1.2661  -0.07
H15 1.4747 2.3321 0.1466  0.06
H16 -5.9189 -2.4449 -3.6952  0.08
C13 -3.4840 -1.2255 -3.1200  -0.11
H17 0.2456 -3.5253 0.2425  0.10
H18 -6.8362 -1.9153 1.1956  0.08
C14 1.8127 -2.0457 0.4926  -0.37
H19 0.1494 -1.9420 -1.6287  0.08
H20 -1.3026 -1.4638 5.6019  0.11
H21 -6.5724 -1.8233 2.9382  0.08
C15 3.9900 -2.9238 1.2500  -0.07
O1 -3.2653 1.2668 -0.5771  0.17
H22 -4.5241 -1.2216 -1.2729  0.10
C16 2.6453 1.6376 2.7926  -0.09
H23 -1.9240 3.4165 -0.2662  0.14
H24 0.9694 -3.2951 -4.2306  0.08
H25 -6.5268 -2.4446 -2.0391  0.08
H26 -0.8861 -4.2588 3.9859  0.09
H27 -6.1579 0.7466 2.6957  0.07
C17 -1.0715 -1.5710 -3.3115  -0.13
C18 -4.7774 -1.1957 -2.3307  -0.37
C19 3.3291 1.4752 1.5907  -0.39
C20 -5.6201 -2.4357 -2.6456  -0.04
H28 -0.4535 2.0532 -2.0389  0.13
H29 -3.0010 -3.9389 1.2998  0.13
H30 3.9499 4.7447 0.9031  0.11
H31 0.1668 3.5499 -1.3487  0.13
H32 1.7454 1.7269 -1.3334  0.08
C21 3.1819 -1.8633 0.8375  -0.42
C22 1.2808 -3.3414 0.5129  -0.11
B1 -2.0101 -1.0855 0.0300  -0.64
C23 3.8019 2.6108 0.9094  -0.12
H33 -3.4953 -0.4784 6.1249  0.11
H34 6.0549 0.9424 1.6781  0.11
H35 -4.9645 1.3064 1.5205  0.07
C24 -2.1294 1.3280 -0.2160  -0.45
C25 5.4122 -0.7461 -1.1879  -0.08
C26 -1.2800 2.5563 -0.0959  -0.06
H36 0.0796 -3.3027 5.1065  0.08
H37 1.7380 -1.6700 3.3063  0.08
H38 -6.5001 0.0541 -1.9799  0.08
H39 1.9182 3.0237 4.2534  0.11
O2 -1.4198 0.2164 0.1097  0.08
C27 0.7615 -3.2881 -3.1593  -0.04
C28 -5.6828 0.5196 1.7412  -0.05
H40 -5.0331 0.9686 -2.3202  0.07
H41 5.0252 -2.7661 1.5228  0.11
C29 -6.0749 -1.9532 1.9758  -0.04
C30 -3.5295 -0.9993 -4.4918  -0.02
H42 4.3532 2.4982 -0.0162  0.11
C31 -1.7094 -1.7018 3.5132  -0.13
H43 -2.8000 -3.9221 -1.4028  0.13
C32 0.7410 -1.2449 3.4369  -0.07
H44 -5.1721 -0.1969 4.3502  0.11
C33 -3.2618 -0.7719 5.1102  -0.05
Ir1 1.0315 -0.2515 0.2429  0.99
C34 6.6994 -0.8063 -1.6963  -0.06
H45 0.0129 -4.0551 -2.9592  0.09
C35 -4.2019 -0.6091 4.1070  -0.02
C36 2.4336 2.9088 3.3091  -0.06
C37 -2.2383 -1.5223 -2.5418  -0.08
H46 1.6904 -5.3935 0.9200  0.12
H47 4.0295 -5.0394 1.5624  0.11
C38 -0.0647 -3.5449 4.0527  -0.04
C39 -1.1680 -1.3267 -4.6781  -0.03
C40 -2.7024 -3.1375 0.6454  -0.04
H48 1.6767 -3.5610 -2.6321  0.08
N3 -2.3602 -1.8813 1.1513  0.10
H49 -4.5833 -1.0254 0.7735  0.10
H50 2.2866 0.7714 3.3309  0.08
H51 1.5393 -0.7949 -4.1010  0.08
C41 -5.0260 -0.8598 1.7542  -0.36
H52 -5.0728 -3.3575 -2.4453  0.07
C42 -2.3865 -1.0509 -5.2679  -0.05
H53 -0.8750 2.6210 0.9177  0.13
H54 2.7145 5.0164 3.0287  0.11
C43 -0.3484 -2.2927 3.2221  -0.37
C44 1.3215 -0.8418 -3.0340  -0.07
C45 2.8887 4.0276 2.6270  -0.07
H55 0.6769 -0.8042 4.4339  0.09
C46 3.5800 3.8757 1.4317  -0.07
C47 -2.0296 -1.3210 4.8124  -0.03
H56 0.9754 0.1511 -2.7297  0.05

Forces on atoms 1 to 2 (eV/Å):
0.0152 -0.0091 -0.0007
0.0104 -0.0155 0.0052

The net charge is +1. The relative energy (zero: lowest compared OMol25 entry of this formula, charge and spin) is 0.00 kcal/mol. As for the HOMO-LUMO gap (alpha / beta): 6.8393 / 6.8747 eV. Its LUMO energy (alpha / beta) is -3.502 / -3.472 eV. Its spin multiplicity is 2.



C3Cu5O17P2 | ωB97M-V/def2-TZVPD

Last column: Löwdin charge in e.
Cartesian coordinates (Å):
Cu1 -7.4972 11.8900 -13.5881  0.65
O1 -10.6924 13.2665 -19.0431  -0.24
P1 -9.4278 13.8479 -18.2810  0.09
O2 -5.2979 11.9720 -19.1365  -0.36
O3 -2.8467 12.8342 -19.5534  -0.29
O4 -7.0207 10.2960 -17.1919  -0.04
O5 -7.9949 13.2533 -18.3361  -0.27
O6 -7.9806 11.3503 -15.7450  -0.03
O7 -5.3275 12.5375 -13.6480  0.02
C1 -7.0008 11.2110 -16.3761  -1.07
O8 -4.4493 14.2179 -18.1784  -0.30
Cu2 -6.4508 14.2358 -17.3540  0.46
O9 -12.6344 10.6029 -17.1011  0.04
Cu3 -9.3534 9.8315 -16.7707  0.59
O10 -6.1682 12.1524 -16.2884  -0.11
C2 -5.0922 12.4855 -12.4523  -0.94
O11 -10.0304 14.3035 -16.8081  -0.15
O12 -12.6343 12.7301 -16.1852  0.04
O13 -4.0918 13.1347 -12.0570  0.16
O14 -9.1842 15.2264 -18.6880  -0.14
O15 -3.7290 12.1845 -17.2845  -0.30
O16 -5.9490 11.9898 -11.6568  0.04
Cu4 -5.0687 10.0025 -18.6414  0.57
O17 -10.9548 11.2628 -16.0295  -0.02
P2 -4.1149 12.7779 -18.6562  -0.03
C3 -12.1588 11.4942 -16.3717  -0.89
Cu5 -4.1976 12.9101 -15.4113  0.53

Forces on atoms 1 to 2 (eV/Å):
0.7824 -0.1090 -1.4194
3.3110 0.5438 1.1372

The net charge is -2. As for the HOMO-LUMO gap (alpha / beta): 6.4728 / 4.5619 eV. Its LUMO energy (alpha / beta) is 3.407 / 1.585 eV. Its spin multiplicity is 6.



| no. | maximum force (eV Å⁻¹) |
| --- | --- |
| 1 | 6.04 |
| 2 | 2.84 |
| 3 | 12.35 |